(1)
The following is a quantum chemistry calculation of a 5-piece molecular cluster, C18H43NO14S4 overall in a non-equilibrium geometry, from the OMol25 dataset.

```
80
Properties=species:S:1:pos:R:3:forces:R:3:lowdin_charge:R:1
C 1.1107 -0.4970 1.2159 1.4 0.7 -0.1 -0.1319
N 0.1715 -0.4110 2.3706 0.2 -1.2 -0.3 -0.1217
C -0.9694 -1.3454 2.2503 -0.1 0.5 0.5 -0.2122
C -2.1163 -0.8624 1.2731 -2.1 -0.3 -0.2 -0.2306
C -3.4474 -1.5310 1.8926 0.3 -1.3 -0.6 -0.1507
O -4.1169 -0.5392 2.7237 1.5 0.7 0.4 -0.0307
C -3.3083 0.6169 2.7244 1.5 1.7 -0.7 -0.4069
O -3.1325 1.4539 3.5969 -1.5 -2.5 -1.3 0.1015
C -2.5840 0.6464 1.3212 0.1 -0.5 1.0 -0.0430
H 1.4942 0.5602 1.0344 -0.5 -1.3 -0.2 0.0835
H 2.0533 -1.1092 1.4406 -1.6 0.7 -0.3 0.0590
H 0.6590 -0.9123 0.2712 0.2 0.5 1.0 0.0862
H 0.7215 -0.7255 3.1836 -0.6 0.4 -0.4 0.1001
H -1.4374 -1.4119 3.2961 0.7 0.1 -1.4 0.1136
H -0.6208 -2.3868 1.9702 -0.6 0.8 0.1 0.1301
H -2.0878 -1.1832 0.1926 0.6 0.1 1.2 0.1390
H -3.1458 -2.4312 2.5134 -0.4 1.2 -0.3 0.1181
H -4.1610 -1.9998 1.1428 0.6 1.2 0.7 0.1265
H -1.7749 1.4246 1.2006 -1.0 -1.0 0.5 0.1370
H -3.3991 0.8535 0.5733 1.0 -0.4 0.6 0.1021
C -0.7294 -6.0525 7.3857 0.2 0.1 0.2 -0.0776
C -1.1911 -5.4621 6.0667 0.5 -0.7 0.1 -0.2670
O -1.9603 -4.2695 6.2534 0.0 0.7 0.0 -0.2657
S -1.1866 -2.9169 6.6712 -0.7 0.0 0.0 0.5936
C -2.5308 -1.7953 6.4326 -0.1 -0.1 -0.1 -0.1096
O -0.1707 -2.6411 5.6911 0.0 -0.3 0.4 -0.2877
O -0.8877 -2.9708 8.0752 0.3 0.0 -0.5 -0.2786
H -0.0233 -5.3914 7.8908 0.0 0.0 -0.1 0.0696
H -0.2327 -7.0120 7.2252 -0.1 0.0 -0.1 0.0803
H -1.5757 -6.1980 8.0603 0.0 0.0 -0.1 0.0856
H -0.3453 -5.2676 5.4018 -0.1 0.2 0.0 0.1139
H -1.8422 -6.1774 5.5610 -0.2 0.3 0.0 0.1210
H -2.7917 -1.7687 5.3756 0.0 0.0 0.1 0.0572
H -2.1991 -0.8113 6.7623 0.1 -0.1 0.0 0.0846
H -3.3755 -2.1236 7.0361 0.1 0.0 0.0 0.0783
C -2.5960 2.9848 -5.1786 0.2 -0.2 -0.1 -0.0732
C -3.5369 3.4626 -4.0899 0.7 0.5 -0.4 -0.2548
O -4.4004 2.4154 -3.6266 -0.2 -0.7 0.6 -0.2635
S -3.7756 1.2704 -2.6824 -0.5 0.3 -0.4 0.5942
C -5.2978 0.5168 -2.1958 -0.1 0.1 0.0 -0.1191
O -3.1732 1.8927 -1.5336 0.1 -0.2 -0.6 -0.2846
O -3.0505 0.3378 -3.4996 0.0 0.3 0.5 -0.2781
H -1.8887 2.2469 -4.7963 0.0 0.1 0.0 0.0739
H -2.0202 3.8189 -5.5835 -0.1 0.0 0.1 0.0581
H -3.1535 2.5092 -5.9890 0.0 0.1 0.1 0.0852
H -2.9850 3.8970 -3.2524 -0.1 -0.2 0.1 0.1179
H -4.1832 4.2449 -4.4913 -0.2 -0.2 0.2 0.1227
H -5.8723 1.2253 -1.6013 0.1 0.0 -0.1 0.0775
H -5.0527 -0.3624 -1.6005 0.1 0.1 0.0 0.0697
H -5.8455 0.2194 -3.0885 0.1 0.0 0.0 0.0756
C 3.0221 6.4832 -3.2099 0.1 -0.3 0.0 -0.0762
C 1.9959 7.1359 -4.1164 0.1 0.2 0.9 -0.2625
O 2.0672 6.6335 -5.4564 -0.3 -0.5 -0.6 -0.2647
S 1.4947 5.1563 -5.7509 0.3 0.5 -0.2 0.5977
C 1.5456 5.2361 -7.5148 0.0 0.2 -0.1 -0.1215
O 0.1226 5.0969 -5.3234 0.5 -0.1 0.1 -0.2854
O 2.4612 4.1884 -5.3137 -0.6 0.2 0.0 -0.2754
H 2.8144 5.4202 -3.0758 0.0 0.1 0.0 0.0703
H 3.0171 6.9513 -2.2233 0.0 0.1 -0.1 0.0822
H 4.0232 6.5659 -3.6383 -0.1 0.1 0.0 0.0854
H 0.9841 7.0166 -3.7202 0.0 -0.1 -0.2 0.1155
H 2.1964 8.2070 -4.1739 -0.1 -0.1 -0.3 0.1219
H 0.8395 5.9902 -7.8580 0.1 0.0 0.1 0.0746
H 1.2631 4.2550 -7.8951 0.0 0.0 0.1 0.0774
H 2.5600 5.4774 -7.8280 -0.1 0.0 0.1 0.0756
C 6.6075 -1.9926 -1.5940 0.1 0.1 0.3 -0.0768
C 5.3569 -2.8078 -1.8634 0.3 0.7 -0.5 -0.2619
O 5.1017 -3.7583 -0.8222 -0.4 -0.2 0.7 -0.2639
S 4.5335 -3.2166 0.5853 0.2 -0.5 -0.3 0.6033
C 4.1253 -4.7844 1.2891 0.0 -0.1 -0.1 -0.1204
O 3.3207 -2.4807 0.3440 0.7 -0.1 0.0 -0.2925
O 5.6185 -2.6520 1.3380 -0.5 0.1 -0.2 -0.2742
H 6.4848 -1.3556 -0.7165 0.0 0.0 -0.1 0.0698
H 6.8372 -1.3480 -2.4451 -0.1 -0.1 0.0 0.0817
H 7.4605 -2.6469 -1.4023 -0.1 0.0 -0.1 0.0851
H 4.4867 -2.1623 -2.0091 0.0 -0.1 0.2 0.1167
H 5.4920 -3.3806 -2.7823 -0.1 -0.2 0.2 0.1218
H 3.3244 -5.2381 0.7079 0.1 0.1 0.0 0.0745
H 3.7947 -4.6077 2.3121 0.0 0.1 -0.1 0.0777
H 5.0141 -5.4131 1.2897 0.0 0.1 0.0 0.0755
```
Forces are in eV/Å.

The value obtained for the HOMO energy is -8.51 eV. As for the SMILES: CNC[C@H]1COC(=O)C1.CCOS(C)(=O)=O.CCOS(C)(=O)=O.CCOS(C)(=O)=O.CCOS(C)(=O)=O. The value obtained for the largest force on an atom is 0.062 Eh/bohr. The spin multiplicity is 1. The calculation puts the LUMO energy at 0.5 eV. Its HOMO-LUMO gap is 9.0 eV.

(2)
The following is a quantum chemistry calculation of C18H43NO4Ti as an isolated structure in a non-equilibrium geometry, from the OMol25 dataset.

```
67
Properties=species:S:1:pos:R:3:forces:R:3:nbo_charge:R:1
Ti 17.9675 -6.3507 -25.8855 0.5 0.0 0.5 0.6629
C 21.1700 -6.5082 -29.2011 0.6 0.7 0.3 -0.6419
C 20.4605 -5.6219 -28.1584 0.7 -0.7 0.3 0.1017
C 20.5083 -4.1247 -28.4140 0.1 -0.3 -0.4 -0.6329
O 19.1242 -6.0915 -28.0726 -1.0 0.1 0.1 -0.7491
H 21.1988 -7.5686 -28.9507 -0.4 0.1 0.2 0.2233
H 22.2169 -6.2265 -29.3145 0.0 0.2 0.0 0.2336
H 20.7129 -6.3741 -30.1816 -0.1 0.0 -0.1 0.2053
H 20.8440 -5.8380 -27.1612 0.3 0.0 0.1 0.1847
H 21.4028 -3.6883 -27.9696 0.0 0.1 -0.1 0.2256
H 19.6247 -3.6373 -28.0020 0.1 -0.1 0.1 0.2217
H 20.5168 -3.9593 -29.4914 0.0 0.3 0.0 0.2160
H 18.8911 -6.3128 -28.9772 -0.5 -0.1 -0.1 0.4787
C 13.8002 -6.0861 -27.7268 -0.2 0.2 1.0 -0.6353
C 14.8998 -5.3359 -26.9894 -0.4 0.7 -0.5 0.1075
C 14.5529 -5.0271 -25.5178 0.3 -0.2 -0.7 -0.6176
O 16.1410 -6.0622 -27.1114 0.0 0.0 0.5 -0.7931
H 12.9134 -5.4555 -27.7906 0.0 0.0 0.1 0.2357
H 13.5664 -6.9278 -27.0748 -0.3 -0.4 -0.4 0.2101
H 14.0312 -6.3999 -28.7447 0.3 0.0 0.1 0.2170
H 15.0396 -4.3760 -27.4866 0.2 0.2 -0.1 0.1701
H 14.1239 -5.8929 -25.0133 0.1 0.0 0.1 0.2135
H 13.8301 -4.2124 -25.4746 -0.1 -0.1 -0.2 0.2342
H 15.4335 -4.6629 -24.9888 0.1 -0.2 0.1 0.2204
H 16.1669 -6.5800 -27.9193 -0.3 0.1 -0.1 0.4874
C 19.9476 -5.0893 -23.2045 0.1 0.8 -0.5 -0.6094
C 19.3602 -3.8097 -23.8447 -0.7 -1.2 -0.5 0.1006
C 20.2872 -3.1356 -24.8057 1.2 0.4 0.1 -0.6267
O 18.2388 -4.2082 -24.6854 -0.8 -1.4 0.1 -0.7881
H 20.3221 -5.7511 -23.9854 0.0 -0.1 0.0 0.2181
H 19.2470 -5.6251 -22.5640 -0.1 0.2 -0.2 0.2211
H 20.7917 -4.7749 -22.5908 0.1 -0.1 0.0 0.2288
H 18.9395 -3.2310 -23.0224 0.3 0.6 -0.2 0.1903
H 19.8242 -2.3116 -25.3486 0.0 0.4 0.5 0.2151
H 20.6176 -3.7858 -25.6157 -0.2 -0.6 0.2 0.2153
H 21.2115 -2.8371 -24.3110 -0.1 0.5 0.0 0.2276
H 17.8265 -3.5103 -25.1997 0.4 0.5 0.3 0.4919
C 19.0008 -10.7837 -25.0683 0.1 -0.2 -0.3 -0.6378
C 18.2985 -9.6242 -25.7627 -1.8 0.6 -0.1 0.1094
C 16.9428 -10.0823 -26.3613 -0.8 -1.3 0.8 -0.3915
C 15.7430 -10.2356 -25.3649 1.3 0.4 -0.2 -0.3990
C 15.6758 -8.9834 -24.5284 0.0 0.4 0.3 -0.3897
C 17.0035 -8.5941 -23.7997 -0.3 -0.4 0.1 0.1168
N 18.0077 -8.4859 -24.8442 -0.7 0.7 -2.4 -0.2533
O 19.1991 -7.9045 -24.3910 -0.1 -0.5 0.4 -0.5756
C 16.8694 -7.2467 -23.1449 0.0 0.9 1.0 -0.5907
C 17.3735 -9.5530 -22.6677 -1.3 -1.3 0.6 -0.6761
C 19.1385 -9.1098 -26.9143 1.0 -0.2 -0.8 -0.6302
H 19.6445 -11.1962 -25.8452 0.2 -0.4 0.5 0.2365
H 19.5962 -10.4927 -24.2028 0.3 0.0 -0.1 0.1978
H 18.3096 -11.5442 -24.7051 0.0 0.0 -0.1 0.2246
H 16.6484 -9.5200 -27.2474 0.1 0.2 0.1 0.2101
H 17.0707 -11.1295 -26.6352 0.4 0.1 -0.8 0.2246
H 14.8196 -10.3710 -25.9279 0.0 -0.1 0.0 0.2283
H 15.9213 -11.1409 -24.7845 -0.2 0.0 0.2 0.2018
H 14.8394 -8.9555 -23.8299 0.1 -0.3 0.3 0.2238
H 15.4386 -8.2051 -25.2537 0.2 0.5 0.1 0.2113
H 17.6036 -7.1531 -22.3447 0.2 0.1 -0.1 0.2220
H 15.9268 -7.1354 -22.6091 -0.3 -0.2 -0.3 0.2353
H 16.9867 -6.3512 -23.7552 -0.1 0.1 -0.4 0.1906
H 17.1955 -10.5906 -22.9501 0.4 -0.1 -0.1 0.2196
H 16.6603 -9.4245 -21.8535 -0.4 0.2 -0.1 0.2372
H 18.2925 -9.4885 -22.0852 0.6 0.4 -0.8 0.2278
H 19.3027 -9.8907 -27.6568 0.4 -0.7 0.5 0.2286
H 18.7873 -8.3698 -27.6334 -0.8 0.6 0.9 0.2338
H 20.0966 -8.7563 -26.5333 0.2 -0.1 -0.2 0.2221
H 19.5312 -8.6301 -23.8572 1.1 0.2 0.6 0.4779
```
Forces are in eV/Å.

As for the expectation value of S²: 3.752. The value obtained for the HOMO energy (alpha / beta) is -7.22 / -12.49 eV. The value obtained for the largest force on an atom is 0.051 Eh/bohr. The spin multiplicity is 4. The calculation puts the LUMO energy (alpha / beta) at -2.1 / -2.2 eV. Its total charge is +1. Its HOMO-LUMO gap (alpha / beta) is 5.1 / 10.3 eV.

(3)
The following is a quantum chemistry calculation of a 3-piece molecular cluster, C18H44BN3O5 overall in a non-equilibrium geometry, from the OMol25 dataset.

```
71
Properties=species:S:1:pos:R:3:forces:R:3:lowdin_charge:R:1
C 1.8555 -1.9948 2.9610 0.5 -0.4 0.1 -0.0614
N 2.2225 -1.0714 1.8957 -0.9 0.6 0.0 -0.0629
C 1.5864 -1.4153 0.6255 0.2 -0.3 -0.1 -0.0504
B 2.3195 0.3039 2.2293 0.4 -0.3 -0.1 -0.7027
O 2.7254 0.7051 3.4764 -0.2 0.1 -0.1 0.1966
O 2.0395 1.3088 1.2588 0.1 0.0 0.1 0.1897
C 0.9596 2.0754 1.4807 0.0 0.5 0.0 -0.5739
O 1.0122 3.2210 1.8319 -0.1 -0.5 -0.1 0.1727
O -0.1885 1.4038 1.2155 0.2 -0.3 0.3 0.0212
C -1.0278 1.2325 2.3736 -0.4 0.2 0.1 -0.1587
C -2.2228 0.3811 1.9915 0.2 -0.2 0.3 -0.1434
C -3.0409 -0.0107 3.2293 0.0 0.2 0.1 -0.2444
O -4.1741 0.8370 3.4234 0.1 -0.1 0.0 -0.0644
H 2.1413 -3.0164 2.6904 0.0 0.1 0.0 0.0878
H 2.3761 -1.7418 3.8845 -0.1 0.1 -0.1 0.0884
H 0.7738 -1.9994 3.1504 0.0 0.1 0.0 0.0891
H 1.9708 -0.7892 -0.1788 -0.1 0.0 0.1 0.0873
H 1.8202 -2.4558 0.3764 0.0 0.1 0.0 0.0910
H 0.4937 -1.3231 0.6659 0.1 0.1 0.0 0.0717
H 2.8090 1.6646 3.5303 0.0 -0.1 0.0 0.1173
H -0.4630 0.7145 3.1627 0.1 0.1 -0.1 0.1341
H -1.3262 2.2151 2.7538 0.0 -0.1 0.0 0.1399
H -2.8743 0.9059 1.2923 0.0 -0.1 -0.1 0.1297
H -1.8468 -0.5298 1.5138 0.0 0.1 -0.1 0.0928
H -3.4060 -1.0354 3.1389 -0.1 0.1 -0.1 0.1160
H -2.4110 0.0201 4.1274 0.0 -0.1 -0.1 0.1184
H -3.9360 1.5379 4.0375 0.0 0.0 -0.1 0.0834
C -2.9010 -2.1454 -0.6089 0.0 0.0 0.0 -0.0860
C -1.9705 -3.2697 -0.1805 0.0 0.1 0.0 -0.2747
N -2.6413 -4.3015 0.5870 0.0 0.0 0.0 -0.1993
C -1.7296 -5.2019 1.2691 0.1 0.0 0.1 -0.2499
C -0.8118 -6.0863 0.4167 0.0 0.0 0.0 -0.0836
C -3.7901 -4.9153 -0.0575 -0.1 0.0 -0.1 -0.2450
C -3.5795 -5.5694 -1.4289 0.0 0.0 0.0 -0.0806
H -3.4426 -1.7491 0.2512 0.0 0.0 0.0 0.0695
H -2.3177 -1.3354 -1.0497 0.0 0.0 0.0 0.0771
H -3.6288 -2.4648 -1.3551 0.0 0.0 0.0 0.0684
H -1.1904 -2.8492 0.4627 0.0 -0.1 0.0 0.0907
H -1.4528 -3.6615 -1.0706 0.0 0.0 0.0 0.1062
H -2.3194 -5.8367 1.9358 0.0 0.0 0.0 0.1114
H -1.1016 -4.5880 1.9239 0.0 0.0 0.0 0.1040
H -1.3572 -6.8931 -0.0709 0.0 0.0 0.0 0.0553
H -0.0529 -6.5462 1.0528 0.0 0.0 0.0 0.0698
H -0.2912 -5.5116 -0.3501 0.0 0.0 0.0 0.0653
H -4.5654 -4.1520 -0.1599 0.0 0.0 0.0 0.1020
H -4.2035 -5.6508 0.6366 0.1 0.0 0.0 0.1140
H -3.0192 -4.9227 -2.1055 0.0 0.0 0.0 0.0658
H -4.5481 -5.7648 -1.8926 0.0 0.0 0.0 0.0719
H -3.0554 -6.5213 -1.3587 0.1 0.0 0.0 0.0541
C 2.1537 2.1367 -1.9923 0.0 -0.1 -0.1 -0.0800
C 2.8496 3.1945 -2.8336 0.0 0.0 0.1 -0.2692
N 1.9492 4.2496 -3.2593 0.0 0.0 0.0 -0.2016
C 2.5022 5.1055 -4.2920 0.0 0.0 -0.1 -0.2538
C 3.7299 5.9566 -3.9457 0.0 0.0 0.0 -0.0869
C 1.2230 4.9167 -2.1902 -0.1 0.0 0.1 -0.2420
C 2.0354 5.5598 -1.0594 0.0 0.1 0.0 -0.0783
H 1.2736 1.7494 -2.5083 0.0 0.0 0.0 0.0874
H 2.8339 1.3063 -1.7980 0.0 0.0 0.0 0.0742
H 1.8436 2.5340 -1.0285 0.0 0.0 0.0 0.0453
H 3.2518 2.7234 -3.7348 0.0 0.0 0.0 0.1171
H 3.7177 3.5748 -2.2710 0.0 0.0 0.0 0.1042
H 1.7031 5.7607 -4.6494 0.0 0.0 0.0 0.1100
H 2.7590 4.4622 -5.1398 0.0 0.0 0.0 0.1082
H 3.4800 6.7880 -3.2878 0.0 0.0 0.0 0.0543
H 4.1510 6.3807 -4.8595 0.0 0.0 0.0 0.0686
H 4.5123 5.3653 -3.4688 0.0 0.0 0.0 0.0652
H 0.5399 4.1899 -1.7433 0.0 0.0 0.0 0.1010
H 0.5776 5.6692 -2.6500 0.0 0.0 0.0 0.1137
H 2.8060 4.8874 -0.6801 0.0 0.0 0.0 0.0671
H 1.3745 5.7950 -0.2235 0.0 0.0 0.0 0.0712
H 2.5153 6.4874 -1.3695 0.1 0.0 0.0 0.0532
```
Forces are in eV/Å.

The value obtained for the HOMO energy is -7.93 eV. As for the SMILES: CN(C)B(O)OC(=O)OCCCO.CCN(CC)CC.CCN(CC)CC. The value obtained for the largest force on an atom is 0.022 Eh/bohr. The spin multiplicity is 1. The calculation puts the LUMO energy at 0.5 eV. Its HOMO-LUMO gap is 8.5 eV.